No. 1
The following is a DFT calculation (the ωB97M-V functional and the def2-TZVPD basis) of a molecular structure, C37H60BrIN8O5PS3Si2Y.

Atoms and positions in Å:
Y 0.12 -0.71 0.04
C -3.80 0.98 0.34
C -3.64 -0.51 0.31
C -4.73 -1.32 0.55
C -4.56 -2.71 0.50
C -3.35 -3.23 0.15
C -2.28 -2.35 -0.18
N -2.43 -1.01 -0.01
N -1.08 -2.74 -0.65
Si -0.91 -4.26 -1.46
C -0.65 -5.74 -0.32
C 0.50 -4.19 -2.69
C -2.45 -4.65 -2.49
H -4.07 1.33 -0.66
H -2.86 1.44 0.63
H -4.58 1.28 1.04
H -5.69 -0.88 0.79
H -5.38 -3.37 0.75
H -3.18 -4.30 0.12
H -0.04 -5.48 0.54
H -0.16 -6.55 -0.87
H -1.61 -6.13 0.04
H 1.48 -4.39 -2.25
H 0.55 -3.20 -3.16
H 0.34 -4.94 -3.48
H -3.00 -5.50 -2.09
H -2.18 -4.88 -3.53
H -3.15 -3.81 -2.51
C 4.42 0.23 -3.57
C 3.25 -0.68 -3.93
C 2.48 -1.07 -2.74
N 1.83 -1.32 -1.84
H 4.87 0.62 -4.48
H 5.18 -0.31 -3.00
H 4.07 1.07 -2.97
H 3.58 -1.58 -4.44
H 2.55 -0.16 -4.59
C 1.50 0.03 4.62
Si 1.80 -1.38 3.40
C 2.09 -2.92 4.44
C 3.52 -1.01 2.69
C 0.31 -1.58 2.28
H 2.28 0.02 5.39
H 0.52 -0.03 5.11
H 1.57 0.97 4.07
H 2.99 -2.79 5.05
H 2.23 -3.81 3.82
H 1.25 -3.11 5.11
H 3.98 -0.20 3.28
H 3.50 -0.67 1.66
H 4.16 -1.89 2.75
H -0.52 -1.10 2.80
H 0.06 -2.65 2.23
C 2.97 2.86 -0.25
S 1.86 2.03 0.84
O 0.50 2.50 0.57
O 2.31 2.34 2.18
O 1.96 0.59 0.47
H 2.97 3.91 0.02
H 2.64 2.71 -1.28
H 3.96 2.43 -0.10
Br 5.39 -2.48 -0.78
C 4.74 -4.24 -1.07
C 5.52 -5.09 -1.84
C 5.08 -6.39 -2.09
C 3.88 -6.83 -1.55
C 3.11 -5.97 -0.78
C 3.53 -4.67 -0.54
I 2.28 -3.42 0.56
H 6.45 -4.74 -2.25
H 5.69 -7.05 -2.70
H 3.54 -7.84 -1.74
H 2.17 -6.31 -0.36
C -1.96 5.91 -2.70
N -0.74 5.80 -1.78
C -1.09 6.41 -0.42
N -2.26 5.81 0.11
C -3.38 5.95 -0.82
N -3.10 5.33 -2.11
C -2.98 3.86 -1.99
P -1.60 3.23 -0.87
C -0.33 4.36 -1.65
C -2.05 4.41 0.51
H -1.69 5.41 -3.63
H -2.11 6.98 -2.88
H 0.03 6.32 -2.19
H -1.24 7.48 -0.59
H -0.24 6.24 0.23
H -3.59 7.01 -0.97
H -4.26 5.48 -0.38
H -2.85 3.44 -2.99
H -3.93 3.48 -1.61
H -0.08 3.98 -2.64
H 0.57 4.31 -1.03
H -1.26 4.37 1.27
H -2.97 4.06 0.98
C -1.54 -1.34 -4.08
O -0.85 -0.53 -3.14
C -0.22 0.59 -3.55
S -0.20 1.07 -5.15
S 0.50 1.40 -2.24
H -2.07 -2.08 -3.49
H -0.83 -1.82 -4.76
H -2.23 -0.74 -4.67
N 0.73 3.79 5.12
C -0.62 3.93 5.09
O -1.21 4.89 5.55
C -1.35 2.78 4.45
C -2.56 2.35 4.97
C -3.18 1.27 4.38
C -2.59 0.68 3.27
N -1.46 1.13 2.72
C -0.86 2.16 3.31
H 1.27 4.54 5.52
H 1.21 3.02 4.68
H -2.98 2.86 5.83
H -4.12 0.88 4.76
H -3.03 -0.19 2.81
H 0.05 2.52 2.85

Properties
Relative energy (zero: lowest compared OMol25 entry of this formula, charge and spin) ... 15.2 kcal/mol
E_HOMO ... -7.24 eV
Frontier orbital gap ... 6.70 eV
E_LUMO ... -0.534 eV

=====

No. 2
The following is a DFT calculation (the ωB97M-V functional and the def2-TZVPD basis) of 10 unconnected molecules or ions with the total composition C37H60O30.

Atoms and positions in Å:
C 4.46 0.00 -0.71
C 3.80 -1.44 -0.76
C 3.52 -1.87 -2.21
O 4.67 -2.69 -2.43
C 5.19 -3.02 -1.33
O 6.13 -3.77 -1.13
O 4.61 -2.46 -0.29
H 3.77 0.79 -1.07
H 5.43 -0.01 -1.25
H 4.76 0.33 0.30
H 2.92 -1.45 -0.17
H 3.47 -0.97 -2.85
H 2.60 -2.41 -2.18
C 2.99 3.21 1.74
C 2.57 3.65 3.20
C 1.65 4.88 3.15
O 0.40 4.33 3.50
C 0.48 3.00 3.76
O -0.54 2.36 4.02
O 1.80 2.60 3.75
H 2.21 3.09 1.03
H 3.65 2.30 1.82
H 3.63 3.99 1.29
H 3.44 3.84 3.80
H 1.59 5.40 2.20
H 1.98 5.57 3.92
C -1.57 4.43 0.78
C -2.06 5.48 1.81
C -1.45 6.85 1.54
O -2.59 7.61 1.24
C -3.71 6.91 1.22
O -4.82 7.35 0.82
O -3.43 5.66 1.61
H -2.03 3.41 0.79
H -0.47 4.21 0.88
H -1.79 4.76 -0.21
H -2.02 5.13 2.89
H -0.70 6.85 0.80
H -1.07 7.09 2.53
C 0.05 -2.41 -3.15
C -0.47 -3.21 -1.98
C -0.80 -4.71 -2.28
O 0.42 -5.31 -1.84
C 1.16 -4.50 -1.08
O 2.24 -4.75 -0.53
O 0.65 -3.27 -1.16
H 0.77 -2.91 -3.73
H 0.44 -1.40 -2.86
H -0.80 -2.30 -3.74
H -1.33 -2.78 -1.52
H -1.03 -4.97 -3.34
H -1.65 -5.02 -1.68
C -2.79 6.31 -2.43
C -1.81 5.89 -3.54
C -0.67 6.95 -3.62
O 0.40 6.41 -2.89
C 0.01 5.17 -2.52
O 0.70 4.38 -1.88
O -1.14 4.80 -3.03
H -3.50 5.60 -2.09
H -3.36 7.11 -2.83
H -2.31 6.71 -1.51
H -2.28 5.65 -4.47
H -0.98 7.90 -3.22
H -0.35 7.09 -4.66
C -1.76 1.74 -4.37
C -1.81 1.55 -2.81
C -2.92 2.31 -2.12
O -3.30 1.36 -1.14
C -2.74 0.22 -1.35
O -2.97 -0.80 -0.72
O -1.89 0.22 -2.34
H -0.89 1.24 -4.83
H -1.72 2.82 -4.64
H -2.66 1.41 -4.88
H -0.87 1.91 -2.37
H -3.73 2.52 -2.86
H -2.63 3.33 -1.79
C 0.73 -1.91 1.92
C -0.15 -1.01 0.98
C -1.03 0.08 1.54
O -0.60 1.25 0.91
C 0.46 1.00 0.14
O 0.97 1.81 -0.59
O 0.77 -0.28 0.16
H 0.11 -2.56 2.54
H 1.35 -1.36 2.66
H 1.52 -2.43 1.25
H -0.79 -1.69 0.43
H -0.93 0.20 2.65
H -2.09 -0.11 1.43
C 1.48 -5.34 2.71
O 0.79 -6.45 2.21
C -0.22 -6.37 1.42
O -0.86 -5.13 1.21
O -0.57 -7.56 0.93
C -1.53 -7.67 -0.14
H 1.81 -4.82 1.90
H 2.46 -5.52 3.16
H 0.78 -4.68 3.29
H -2.32 -7.07 0.20
H -1.92 -8.65 -0.33
H -1.12 -7.27 -1.05
C 3.98 -0.05 3.23
O 4.88 -1.00 2.72
C 4.56 -2.28 2.73
O 3.31 -2.78 3.10
O 5.52 -3.08 2.30
C 5.26 -4.44 2.19
H 3.38 0.19 2.37
H 4.52 0.88 3.60
H 3.46 -0.47 4.07
H 4.38 -4.77 2.66
H 6.08 -4.96 2.53
H 5.04 -4.72 1.16
C -6.63 -4.68 -1.07
O -6.17 -3.54 -0.37
C -4.91 -3.56 0.02
O -4.03 -4.58 -0.52
O -4.51 -2.67 0.98
C -3.24 -2.97 1.55
H -6.10 -4.69 -2.04
H -7.67 -4.58 -1.32
H -6.56 -5.61 -0.50
H -3.42 -3.90 2.07
H -2.88 -2.25 2.21
H -2.52 -3.19 0.76

Properties
Relative energy (zero: lowest compared OMol25 entry of this formula, charge and spin) ... 47.2 kcal/mol
E_HOMO ... -9.75 eV
Frontier orbital gap ... 9.91 eV
E_LUMO ... 0.161 eV
SMILES string ... C[C@H]1COC(=O)O1.C[C@H]1COC(=O)O1.C[C@H]1COC(=O)O1.C[C@H]1COC(=O)O1.C[C@H]1COC(=O)O1.C[C@H]1COC(=O)O1.C[C@H]1COC(=O)O1.COC(=O)OC.COC(=O)OC.COC(=O)OC

=====

Question: The lowest E_HOMO belongs to which entry?
Answer: C37H60O30

=====

Question: The highest E_HOMO belongs to which entry?
Answer: C37H60BrIN8O5PS3Si2Y

=====

Question: Among the records above, which one has the lowest E_HOMO?
Answer: C37H60O30